The following is a quantum chemistry calculation of C3H9NO3 as an isolated structure, from the Open Molecules 2025 dataset.

Highest occupied orbital energy ... -9.7 eV
Energy above the lowest of the compared OMol25 structures with the same formula, charge and spin ... 495.8 kJ/mol

The geometry in XYZ format:
```
16
Properties=species:S:1:pos:R:3:lowdin_charge:R:1
O 2.0545 -0.0099 0.5454 -0.05
C 1.0144 0.6586 0.3161 -0.28
C -0.3869 0.3434 1.0881 -0.05
N -0.5949 0.0513 -0.4201 -0.09
C -1.9741 0.3676 -0.8482 -0.32
O -1.9088 1.0982 -2.0368 -0.02
H 0.9050 1.6553 -0.0784 0.11
H -0.6918 1.3493 1.5003 0.13
H -0.3508 -0.3570 1.8869 0.09
H -0.2122 -0.8006 -0.9401 0.18
H -2.4773 -0.6206 -0.9240 0.13
H -2.4159 0.8727 0.0735 0.13
H -1.0305 1.3921 -1.6729 0.10
H 2.4690 -1.8417 1.2121 0.01
H 2.6456 -1.7917 -0.2426 0.05
O 2.9545 -2.3669 0.5404 -0.14
```

The following is a quantum chemistry calculation of a 2-piece molecular cluster, C23H39Cl7FN4O5S2 overall, from the Open Molecules 2025 dataset.

Highest occupied orbital energy ... -11.5 eV
Net charge ... +1

The geometry in XYZ format:
```
81
Properties=species:S:1:pos:R:3:lowdin_charge:R:1
C 2.9027 -1.1668 4.1395 -0.06
C 1.4083 -0.9747 3.8499 -0.24
N 0.7715 -2.2029 3.3920 -0.06
C -0.5999 -2.0171 2.9083 -0.13
C -0.9122 -0.7618 2.1272 -0.12
N -0.2149 -0.3232 0.8636 0.06
C -0.9821 0.5255 0.1337 -0.32
N -1.2485 1.7322 0.5440 0.03
F -2.0221 2.4831 -0.2645 0.13
C -0.8014 2.4389 1.7263 -0.04
C -1.9610 2.9264 2.6168 -0.38
C -2.4498 4.3261 2.2530 -0.02
O -3.0674 2.0384 2.5288 -0.04
N -1.3558 0.1122 -1.1511 0.03
C -2.7816 0.0002 -1.3178 -0.71
Cl -3.7085 -0.1124 0.1288 0.80
C -3.4105 -0.0013 -2.4903 -0.71
C -2.7903 0.1455 -3.8360 -0.10
Cl -5.1005 -0.2001 -2.5453 0.76
C -0.4856 -1.0614 -1.3708 -0.47
Cl -1.5641 -2.5405 -0.8228 0.76
C -0.1364 -1.5165 -2.7912 -0.13
C 0.5603 -0.6270 -3.8405 -0.38
C 2.0625 -0.8701 -3.9068 -0.03
O 0.2705 0.7597 -3.7106 -0.08
C 0.5958 -0.9585 -0.2464 -0.30
C 1.7470 0.1191 -0.4203 -0.14
C 1.5168 1.4130 -1.2071 -0.24
C 2.0676 2.6168 -0.4318 -0.57
S 3.8552 2.8426 -0.5783 0.76
S 1.7273 -2.4363 -0.0806 0.69
C 1.0386 -3.9964 0.3820 -0.13
O 2.2262 -2.5766 -1.4217 -0.29
O 2.6907 -2.0388 0.9018 -0.28
C 0.7554 -3.2660 4.3260 -0.49
C 1.1413 -3.0466 5.7527 0.02
O 0.3866 -4.3462 3.9580 0.10
H 3.2062 -2.1802 3.9066 0.08
H 3.5080 -0.4729 3.5700 0.07
H 3.1204 -0.9934 5.1890 0.07
H 0.9277 -0.5546 4.7379 0.11
H 1.3191 -0.2150 3.0796 0.09
H -0.9570 -2.8980 2.3936 0.11
H -1.2766 -1.9167 3.7663 0.15
H -1.9751 -0.8384 1.9220 0.08
H -0.8307 0.0634 2.8311 0.10
H -0.0506 1.8551 2.2423 0.13
H -0.2921 3.3221 1.3458 0.13
H -1.6203 2.9509 3.6502 0.15
H -3.4928 4.2827 1.9615 0.09
H -1.8995 4.7667 1.4270 0.08
H -2.3601 5.0036 3.0937 0.09
H -2.9515 1.3157 3.1519 0.09
H -1.9651 0.8462 -3.8376 0.07
H -2.5122 -0.8100 -4.2699 0.09
H -3.5498 0.5471 -4.4967 0.04
H 0.4712 -2.4064 -2.7011 0.10
H -1.0740 -1.8613 -3.2100 0.08
H 0.1860 -0.9496 -4.8127 0.14
H 2.4622 -0.2737 -4.7217 0.09
H 2.2378 -1.9111 -4.1649 0.09
H 2.5727 -0.6501 -2.9801 0.06
H 0.1552 1.1522 -4.5795 0.02
H 1.9702 0.3926 0.6048 0.10
H 2.6505 -0.3550 -0.7801 0.09
H 2.0705 1.3870 -2.1335 0.09
H 0.4922 1.6364 -1.4627 0.09
H 1.5920 3.5338 -0.7644 0.07
H 1.8381 2.5239 0.6290 0.05
H 4.2034 1.6693 -0.0469 -0.14
H -0.0277 -4.0568 0.4858 0.01
H 1.3661 -4.6929 -0.3816 0.08
H 1.4984 -4.2600 1.3239 0.07
H 0.9086 -2.0621 6.1384 0.08
H 2.2004 -3.2485 5.8823 0.10
H 0.6095 -3.7910 6.3331 0.10
C -1.3787 3.3525 -6.8895 -2.05
Cl -0.9544 4.5550 -5.6691 0.54
Cl -2.9016 2.5835 -6.4523 0.55
Cl -1.5126 4.1137 -8.4634 0.57
Cl -0.1159 2.1057 -6.9468 0.55
```

The following is a quantum chemistry calculation of C4H5LiO3Pt as an isolated structure, from the Open Molecules 2025 dataset.

Highest occupied orbital energy (alpha / beta) ... -17.4 / -17.9 eV
Spin multiplicity ... 3
Net charge ... +2
⟨S²⟩ ... 2.0208

The geometry in XYZ format:
```
14
Properties=species:S:1:pos:R:3:mulliken_spin:R:1
Pt -0.5505 -2.1730 0.3363 1.15
O 0.0404 -0.4712 1.1373 0.05
C -0.4197 0.4886 2.1201 0.01
H 0.4309 0.7172 2.7686 0.00
H -0.7303 1.4109 1.6202 0.00
H -1.2411 -0.0130 2.6360 0.00
C -0.5741 -0.3812 -2.2965 0.12
C 0.4220 -0.5590 -1.4210 0.01
O 0.7856 -1.6932 -0.7582 0.54
C 0.8261 -0.0308 0.1440 0.06
O 1.3527 1.0544 0.1811 0.05
Li 1.6754 2.2698 -1.2625 0.00
H -0.9748 0.6234 -2.4222 0.00
H -1.0426 -1.2429 -2.7832 0.01
```

The following is a quantum chemistry calculation of the molecule C2H3N5O, from the Open Molecules 2025 dataset.

Highest occupied orbital energy ... -9.7 eV
Energy above the lowest of the compared OMol25 structures with the same formula, charge and spin ... 427.7 kJ/mol

The geometry in XYZ format:
```
11
Properties=species:S:1:pos:R:3:lowdin_charge:R:1
C -0.5456 1.1725 -0.0386 -0.10
C 1.3929 0.0652 0.0406 -0.51
H -2.8099 -0.1950 1.0586 0.12
H -1.1648 2.0304 -0.1888 0.13
H 2.8497 -0.9584 0.4406 0.04
N -1.1772 -0.0373 0.1263 -0.16
N 0.7161 1.2369 -0.2966 0.14
N 2.6422 0.0266 0.3383 0.15
N 0.7041 -1.1289 -0.2395 0.08
N -0.5030 -1.1534 -0.2500 0.07
O -2.5793 -0.1137 0.1161 0.05
```

The following is a quantum chemistry calculation of C9H16N2PSTi as an isolated structure, from the Open Molecules 2025 dataset.

Highest occupied orbital energy (alpha / beta) ... -2.0 / -2.2 eV
Spin multiplicity ... 3
Net charge ... -1
⟨S²⟩ ... 2.0393

The geometry in XYZ format:
```
30
Properties=species:S:1:pos:R:3:mulliken_spin:R:1
C -0.9104 1.1369 -3.8918 0.01
C 0.4168 0.8394 -4.2474 0.00
C 1.2588 2.0001 -3.9599 0.00
C 0.4173 2.9438 -3.2427 0.00
C -0.9201 2.4390 -3.2406 0.00
Ti -0.5834 -0.2638 0.5403 2.10
P -1.3146 -2.1327 -0.9473 0.05
H -1.7949 0.5086 -4.0646 0.00
H 0.7433 -0.0071 -4.8252 0.00
H 2.3235 2.0747 -4.1430 0.00
H -1.8020 2.9525 -2.8578 0.00
H 0.7682 3.8559 -2.7629 0.00
H -0.5742 -3.3705 -0.9090 0.03
H -1.3278 -1.8613 -2.3733 0.00
H -2.6712 -2.6257 -0.7346 0.02
S 0.9356 1.2805 0.0976 -0.07
C 0.8516 0.4765 1.6819 -0.04
N 1.3983 -0.8100 1.7329 -0.02
C 1.2845 -1.6299 2.9502 -0.03
C -0.1675 -1.5424 3.4224 -0.01
C -0.5773 -0.0955 3.6699 -0.01
N -0.2847 0.6973 2.4714 -0.12
H 2.3295 -0.8384 1.3105 0.00
H 1.9922 -1.3118 3.7229 0.00
H 1.5555 -2.6487 2.6625 0.00
H -0.2644 -2.0970 4.3710 -0.02
H -0.8390 -2.0118 2.6775 0.10
H -0.0181 0.3609 4.5218 0.00
H -1.6515 0.0085 3.8735 -0.01
H -0.5742 1.6719 2.4938 0.00
```

The following is a quantum chemistry calculation of C13H22IrN3O3 as an isolated structure, from the Open Molecules 2025 dataset.

Highest occupied orbital energy ... -15.3 eV
Net charge ... +2
Energy above the lowest of the compared OMol25 structures with the same formula, charge and spin ... 74.8 kJ/mol

The geometry in XYZ format:
```
42
Properties=species:S:1:pos:R:3:lowdin_charge:R:1
Ir -0.5157 0.0812 -1.0231 1.42
N -1.1806 1.7096 -2.1100 -0.07
C -0.1039 2.7657 -2.0998 -0.06
C 1.2187 2.1403 -1.6744 -0.60
O 2.1691 2.7749 -1.3423 0.16
O 1.2150 0.7988 -1.7402 -0.22
H -1.3990 1.5182 -3.0860 0.11
H -2.0393 2.0782 -1.7076 0.12
H -0.4009 3.5780 -1.4417 0.14
H 0.0000 3.1674 -3.1067 0.15
N -1.4217 -0.9223 -2.5741 -0.09
C -2.9122 -0.8204 -2.7727 -0.18
C -3.6857 -1.3355 -1.5776 -0.16
C -3.5839 -0.4254 -0.3550 -0.19
N -2.1995 -0.4407 0.1787 -0.10
H -0.9587 -0.6903 -3.4549 0.13
H -1.1913 -1.9061 -2.4303 0.13
H -3.1498 -1.3731 -3.6812 0.14
H -3.1545 0.2273 -2.9522 0.11
H -3.3456 -2.3440 -1.3173 0.13
H -4.7324 -1.4426 -1.8613 0.14
H -4.2725 -0.7376 0.4293 0.14
H -3.8360 0.6052 -0.6132 0.12
H -2.0399 -1.3552 0.6038 0.12
H -2.1208 0.2028 0.9656 0.11
C 2.4243 -1.4026 -0.1275 0.01
C 1.6548 -0.7123 0.9342 -0.28
O 0.4548 -0.3201 0.6929 -0.19
C 2.2060 -0.4284 2.2266 -0.15
C 1.5445 0.4725 3.0840 0.01
C 2.0832 0.7789 4.3123 -0.03
C 3.2795 0.1828 4.7080 0.00
C 3.9443 -0.7112 3.8763 -0.02
C 3.4191 -1.0115 2.6366 0.02
H 1.7762 -1.7453 -0.9301 0.08
H 2.9872 -2.2455 0.2677 0.10
H 3.1397 -0.6853 -0.5400 0.13
H 0.6268 0.9432 2.7619 0.12
H 1.5883 1.4821 4.9670 0.12
H 3.6972 0.4211 5.6775 0.13
H 4.8700 -1.1664 4.1984 0.13
H 3.9453 -1.7064 1.9988 0.12
```

The following is a quantum chemistry calculation of an isolated ion of composition C3H8N3S and charge +1, from the Open Molecules 2025 dataset.

Highest occupied orbital energy (alpha / beta) ... -9.6 / -14.4 eV
Spin multiplicity ... 3
Net charge ... +1
⟨S²⟩ ... 2.0130
Energy above the lowest of the compared OMol25 structures with the same formula, charge and spin ... 159.2 kJ/mol

The geometry in XYZ format:
```
15
Properties=species:S:1:pos:R:3:mulliken_spin:R:1
C 0.1097 -1.3621 -0.9049 0.49
C 0.5331 1.0413 -0.6306 0.11
C 0.1376 0.7064 2.1885 0.01
N 0.7553 0.2974 1.0041 0.67
N -0.1057 -0.0963 -1.2859 0.06
N -0.1767 -2.4924 -1.6150 0.16
S 0.7582 -1.4119 0.6234 0.42
H -0.1321 1.9244 -0.6123 0.00
H 1.4941 1.1878 -1.0656 0.03
H 0.3320 -0.1628 2.9161 0.01
H 0.4339 1.5831 2.7180 0.01
H -0.9293 0.7349 2.0116 0.03
H -0.6893 0.1607 -2.0484 0.01
H -0.7930 -2.4066 -2.3565 0.00
H 0.0493 -3.4574 -1.4994 -0.01
```

The following is a quantum chemistry calculation of a 2-piece molecular cluster, C7H12 overall, from the Open Molecules 2025 dataset.

Highest occupied orbital energy (alpha / beta) ... -8.0 / -9.3 eV
Energy above the lowest of the compared OMol25 structures with the same formula, charge and spin ... 620.2 kJ/mol

The geometry in XYZ format:
```
19
Properties=species:S:1:pos:R:3:lowdin_charge:R:1
C -2.9127 0.6222 0.2497 0.00
C -2.1377 -0.0538 -0.7763 -0.29
C -0.6256 -0.0241 -0.3452 -0.29
C 0.3322 -0.7080 -1.3114 -0.21
C 1.6384 -0.5628 -0.6630 -0.06
C 2.4645 -0.2651 0.1633 -0.10
C 3.2203 0.2034 1.3198 -0.11
H -3.3894 0.0538 1.0402 0.05
H -0.2982 1.0600 1.9212 0.14
H -3.2813 1.6294 0.0770 0.05
H -2.4073 -1.1133 -0.8859 0.11
H -2.2090 0.4358 -1.7568 0.11
H -0.5910 -0.4766 0.6478 0.07
H -0.3680 1.0260 -0.1936 0.08
H 0.0534 -1.7600 -1.4400 0.12
H 0.2964 -0.2244 -2.2936 0.12
H 2.4759 0.6322 2.0085 0.07
H 3.9426 0.9832 1.0603 0.07
H 3.7431 -0.6076 1.8354 0.07
```